No. 1
An isolated molecule of C3H3NO2S. Source: the OMol25 dataset; level of theory: wB97M-V/def2-TZVPD.

- strongest force on any atom (Eh/bohr) = 0.2129
- SMILES string = O=C1CC(=S)ON1
- charge = 0
- energy relative to the best compared isomer or geometry (same formula, charge and spin) (kcal/mol) = 102.9
- gap between HOMO and LUMO (eV) = 8.82
- highest occupied orbital energy (eV) = -9.59

```
10
C3H3NO2S, DFT wB97M-V/def2-TZVPD
O -2.8376 -0.3335 -0.0185
C -1.5747 -0.1738 -0.0291
C -0.4555 -1.1308 0.0555
C 0.7767 -0.2016 -0.0117
S 2.3956 -0.1575 -0.0419
O 0.2781 1.1465 0.1776
N -1.0508 0.9571 -0.1474
H -0.7798 -1.6126 1.0296
H -0.5655 -2.0211 -0.6391
H -1.6306 1.9865 -0.0482
```

---

No. 2
The ion C5H16N3 with charge +1. Source: the OMol25 dataset; level of theory: wB97M-V/def2-TZVPD.

- strongest force on any atom (Eh/bohr) = 0.0546
- SMILES string = NCCCNCC[NH3+]
- charge = +1
- energy relative to the best compared isomer or geometry (same formula, charge and spin) (kcal/mol) = 64.1
- gap between HOMO and LUMO (eV) = 7.86
- highest occupied orbital energy (eV) = -11.64

```
24
C5H16N3, DFT wB97M-V/def2-TZVPD
N -0.7864 -3.4187 -1.7020
C -0.6197 -2.6039 -0.5104
C -0.8426 -1.0445 -0.6798
C 0.4380 -0.2462 -0.6325
N 0.8152 -0.0189 0.7803
C 1.2819 1.3228 1.1151
C 0.0457 2.2020 1.4843
N -0.2485 3.2403 0.3673
H -1.5331 -3.0848 -2.2949
H 0.0725 -3.3568 -2.2455
H 0.3041 -2.7519 0.0348
H -1.4659 -2.8414 0.1461
H -1.4578 -0.6880 0.1447
H -1.4549 -0.8783 -1.5637
H 1.2198 -0.6791 -1.2683
H 0.2116 0.7554 -1.0581
H 1.4609 -0.7336 1.1006
H 1.7580 1.7153 0.1918
H 2.0891 1.5192 1.8232
H -0.8479 1.5989 1.4246
H 0.2711 2.7291 2.3996
H -0.1990 4.1490 0.8360
H -1.1218 3.0550 -0.1227
H 0.4939 3.3530 -0.3272
```

---

No. 3
An isolated molecule of C2H7N3. Source: the OMol25 dataset; level of theory: wB97M-V/def2-TZVPD.

- strongest force on any atom (Eh/bohr) = 0.0602
- SMILES string = [H]/N=N/NCC
- charge = 0
- energy relative to the best compared isomer or geometry (same formula, charge and spin) (kcal/mol) = 50.2
- gap between HOMO and LUMO (eV) = 10.12
- highest occupied orbital energy (eV) = -8.99

```
12
C2H7N3, DFT wB97M-V/def2-TZVPD
H -3.6448 0.7900 0.6071
N -3.1082 0.2421 -0.0656
N -1.9260 0.1316 0.3164
N -1.0396 -0.4552 -0.4042
C 0.2821 -0.7509 0.1108
C 1.1433 0.4868 0.0905
H -1.2688 -0.9324 -1.2677
H 0.7378 -1.4327 -0.7314
H 0.3774 -1.3646 1.0039
H 0.8261 1.2688 0.7607
H 2.1832 0.3313 0.3644
H 1.1195 0.8992 -0.9063
```